Record 1
Here is a single C4H8N2O molecule from the OMol25 dataset. Energies are from ωB97M-V with the def2-TZVPD basis set.

Geometry as XYZ:
```
15
Properties=species:S:1:pos:R:3
O -1.7627 1.4667 -2.0858
N -1.3374 0.4298 -1.6464
N -0.1925 -0.8922 1.0854
C 1.9311 -0.0244 0.0782
C -1.3416 -0.0279 0.7758
C 0.5024 -0.4813 -0.1557
C -0.5693 0.6085 -0.4035
H 0.4567 -1.2384 -0.9530
H 2.3996 0.3191 -0.8510
H 2.5303 -0.8464 0.4861
H -0.4174 -1.8802 1.1299
H -0.2971 1.6640 -0.2920
H 1.9516 0.7879 0.8124
H -2.2481 -0.5459 0.4345
H -1.6055 0.6610 1.5850
```

The multiplicity is 1. As for the gap between HOMO and LUMO: 9.219 eV. For the HOMO energy, the calculation gives -9.154 eV. As for the SMILES: C[C@H]1NC[C@@H]1N=O. The relative energy (zero: lowest compared OMol25 entry of this formula, charge and spin) is 406.73 kJ/mol.

---

Record 2
Here is a single C4H8N2O molecule from the OMol25 dataset. Energies are from ωB97M-V with the def2-TZVPD basis set.

Geometry as XYZ:
```
15
Properties=species:S:1:pos:R:3
O 2.6441 0.0617 0.9058
N -2.5122 0.7485 -0.2947
N -3.3663 -0.3663 -0.2169
C -1.3886 0.5636 0.1809
C 2.1105 0.1895 -0.3998
C 0.7498 -0.4774 -0.3822
C -0.1900 0.2183 0.5696
H 0.8747 -1.5229 -0.0723
H -3.2555 -0.8276 0.6828
H 0.1394 0.4048 1.5860
H 3.4512 0.5841 0.9553
H 0.3163 -0.4824 -1.3871
H 2.7568 -0.2975 -1.1458
H -4.3191 -0.0434 -0.2998
H 1.9890 1.2471 -0.6818
```

The multiplicity is 1. As for the gap between HOMO and LUMO: 9.838 eV. For the HOMO energy, the calculation gives -8.933 eV. As for the SMILES: NN=C=CCCO. The relative energy (zero: lowest compared OMol25 entry of this formula, charge and spin) is 339.19 kJ/mol.

---

Record 3
Here is a single C4H8N2O molecule from the OMol25 dataset. Energies are from ωB97M-V with the def2-TZVPD basis set.

Geometry as XYZ:
```
15
Properties=species:S:1:pos:R:3
O 2.7180 0.4252 0.1636
N -0.3466 0.8808 0.4517
N 1.6583 -1.0621 -1.1792
C 0.4954 -0.2502 0.8058
C -1.7341 0.7839 0.8544
C 1.7375 -0.2468 -0.0843
C -1.3449 0.6332 -0.5695
H -0.0451 -1.2141 0.7297
H 0.8298 -0.1226 1.8380
H -1.5051 1.4365 -1.2836
H -2.1899 1.7044 1.2103
H 2.3908 -0.9827 -1.8687
H 0.7925 -1.4944 -1.4558
H -1.4092 -0.3717 -0.9919
H -2.0474 -0.1194 1.3794
```

The multiplicity is 1. As for the gap between HOMO and LUMO: 10.322 eV. For the HOMO energy, the calculation gives -9.438 eV. As for the SMILES: NC(=O)CN1CC1. The relative energy (zero: lowest compared OMol25 entry of this formula, charge and spin) is 179.95 kJ/mol.

---

Record 4
Here is a single C4H8N2O molecule at a distorted geometry from the OMol25 dataset. Energies are from ωB97M-V with the def2-TZVPD basis set.

Geometry as XYZ:
```
15
Properties=species:S:1:pos:R:3
O 1.1567 -0.5181 1.1665
N -1.4860 -0.3412 -0.0522
N 0.0902 1.4811 0.0816
C 0.8638 -0.7187 -0.2599
C -0.4776 -1.1873 -0.4033
C 0.8963 0.7025 -0.8426
C -1.0355 0.8914 0.3418
H -0.8659 -2.2089 -0.0426
H -0.7299 -1.0260 -1.6026
H 0.6934 0.2991 1.6029
H -1.8603 1.3093 0.8716
H -2.3666 -0.7357 0.3522
H 2.0243 1.0126 -1.0389
H 1.5870 -1.4440 -0.7856
H 0.5524 0.8313 -1.9111
```

The multiplicity is 1. As for the gap between HOMO and LUMO: 9.320 eV. For the HOMO energy, the calculation gives -8.696 eV. As for the SMILES: O[C@@H]1CN=CNC1. The relative energy (zero: lowest compared OMol25 entry of this formula, charge and spin) is 375.23 kJ/mol.

---

Record 5
Here is a molecular structure, C4H8N2O from the OMol25 dataset. Energies are from ωB97M-V with the def2-TZVPD basis set.

Geometry as XYZ:
```
15
Properties=species:S:1:pos:R:3
O 1.5896 1.2506 0.1243
N -0.4203 -1.5557 -1.6332
N -0.6587 -0.3264 0.7902
C 0.1846 -0.7187 -0.2386
C 0.1279 -2.1721 -0.6570
C 1.5485 -0.0550 -0.3968
C -1.4342 0.9022 0.6594
H -0.7644 1.7134 0.3673
H 1.8098 0.0071 -1.4556
H -1.1866 -1.1002 1.1761
H -0.4320 -0.3850 -1.4421
H -1.8836 1.1486 1.6253
H 2.2955 -0.7011 0.0909
H 1.4599 1.1726 1.0795
H -2.2359 0.8197 -0.0898
```

The multiplicity is 1. As for the gap between HOMO and LUMO: 9.780 eV. For the HOMO energy, the calculation gives -9.003 eV. The relative energy (zero: lowest compared OMol25 entry of this formula, charge and spin) is 545.26 kJ/mol.

---

Record 6
Here is a single C4H8N2O molecule from the OMol25 dataset. Energies are from ωB97M-V with the def2-TZVPD basis set.

Geometry as XYZ:
```
15
Properties=species:S:1:pos:R:3
O -1.6026 2.2206 0.3370
N 1.8911 -2.1592 0.4417
N -0.3390 0.4671 1.1865
C -1.4145 0.8349 0.2465
C 0.6481 -0.1423 0.7963
C 1.7522 -0.7358 0.3943
C -1.1356 0.5043 -1.2055
H -1.6249 2.4428 1.2778
H -2.3051 0.2923 0.5968
H -0.2497 1.0508 -1.5435
H 2.6395 -2.4140 1.0787
H -1.9889 0.8051 -1.8178
H -0.9603 -0.5678 -1.3339
H 2.1470 -2.5147 -0.4741
H 2.5428 -0.0842 0.0192
```

The multiplicity is 1. As for the gap between HOMO and LUMO: 9.607 eV. For the HOMO energy, the calculation gives -8.811 eV. As for the SMILES: C[C@H](O)N=C=CN. The relative energy (zero: lowest compared OMol25 entry of this formula, charge and spin) is 255.17 kJ/mol.

---

Record 7
Here is a molecular structure, C4H8N2O at a distorted geometry from the OMol25 dataset. Energies are from ωB97M-V with the def2-TZVPD basis set.

Geometry as XYZ:
```
15
Properties=species:S:1:pos:R:3
O -0.0813 -2.4436 -0.8711
N -0.7471 0.0864 -1.0256
N 2.4682 -0.1657 -0.0599
C -0.7556 1.4087 1.0333
C 0.3575 -1.4160 -0.4019
C 1.6394 -0.7442 -0.8084
C -1.3189 0.3872 0.1094
H 2.1900 -0.1691 0.9244
H 0.3302 1.3909 1.0065
H -1.3375 -0.4131 -1.6856
H -1.1063 2.3975 0.7339
H 1.8398 -0.7777 -1.8761
H -2.4078 0.2831 0.1861
H 0.0369 -1.0589 0.6853
H -1.1075 1.2346 2.0497
```

The multiplicity is 1. As for the gap between HOMO and LUMO: 9.008 eV. For the HOMO energy, the calculation gives -9.270 eV. The relative energy (zero: lowest compared OMol25 entry of this formula, charge and spin) is 388.91 kJ/mol.

---

Record 8
Here is a single C4H8N2O molecule at a distorted geometry from the OMol25 dataset. Energies are from ωB97M-V with the def2-TZVPD basis set.

Geometry as XYZ:
```
15
Properties=species:S:1:pos:R:3
O 3.0835 0.1112 -0.3398
N -0.2340 -0.9929 0.0704
N -0.8435 0.0835 -0.5422
C -1.6437 0.7362 0.3973
C -2.2895 -0.3329 -0.3819
C 1.7324 0.4049 -0.1533
C 0.9197 -0.8165 0.1380
H -2.8805 -0.0838 -1.2571
H 1.5257 -1.6559 0.3111
H 1.1315 1.0208 -1.0161
H 1.5331 1.2535 0.7554
H -2.2479 -1.4662 0.0302
H -1.9387 1.7812 0.1463
H 3.2579 -0.5349 0.5144
H -1.1061 0.4919 1.3274
```

The multiplicity is 1. As for the gap between HOMO and LUMO: 10.002 eV. For the HOMO energy, the calculation gives -9.232 eV. As for the SMILES: OC/C=N\N1CC1. The relative energy (zero: lowest compared OMol25 entry of this formula, charge and spin) is 621.74 kJ/mol.

---

Record 9
Here is a molecular structure, C4H8N2O at a distorted geometry from the OMol25 dataset. Energies are from ωB97M-V with the def2-TZVPD basis set.

Geometry as XYZ:
```
15
Properties=species:S:1:pos:R:3
O 0.2381 0.0808 1.5799
N -1.4608 -1.3984 -1.1522
N -0.4487 0.1615 0.3414
C -1.0269 1.4586 0.0286
C 1.4035 0.0880 0.6138
C 1.9734 -0.8370 -0.1601
C -1.1240 -1.0238 -0.0016
H -0.8010 1.7159 -1.0097
H -1.2435 -1.6990 0.8429
H -0.6403 2.2425 0.6793
H 3.0287 -0.7620 -0.3630
H -1.2412 -0.7189 -1.8807
H -2.1101 1.4143 0.1513
H 1.4448 -1.6167 -0.6839
H 2.0079 0.8942 1.0139
```

The multiplicity is 1. As for the gap between HOMO and LUMO: 9.109 eV. For the HOMO energy, the calculation gives -8.242 eV. The relative energy (zero: lowest compared OMol25 entry of this formula, charge and spin) is 587.95 kJ/mol.

---

Record 10
Here is 2 unconnected molecules or ions with the total composition C4H8N2O at a distorted geometry from the OMol25 dataset. Energies are from ωB97M-V with the def2-TZVPD basis set.

Geometry as XYZ:
```
15
Properties=species:S:1:pos:R:3
O 0.1367 1.7679 5.3095
N 0.7348 -2.3530 -1.0181
N -0.9748 -0.9949 -0.7643
C -0.0557 -0.3033 -1.5227
C -0.2184 1.1355 -1.8774
C -0.3400 -2.1385 -0.3201
C 0.9972 -1.1545 -1.6789
H -0.5309 -2.4736 0.6833
H 0.8640 2.3711 5.1004
H 0.0872 1.1395 4.5800
H -0.0636 1.7760 -1.0041
H 0.5074 1.4227 -2.6269
H -1.2406 1.3350 -2.2036
H -1.6948 -0.4925 -0.2668
H 1.7916 -1.0374 -2.3902
```

The multiplicity is 1. As for the gap between HOMO and LUMO: 8.865 eV. For the HOMO energy, the calculation gives -8.481 eV. As for the SMILES: Cc1cnc[nH]1.O. The relative energy (zero: lowest compared OMol25 entry of this formula, charge and spin) is 158.73 kJ/mol.

---

Record 11
Here is 2 unconnected molecules or ions with the total composition C4H8N2O at a distorted geometry from the OMol25 dataset. Energies are from ωB97M-V with the def2-TZVPD basis set.

Geometry as XYZ:
```
15
Properties=species:S:1:pos:R:3
O 1.3080 -1.3558 -1.0467
N -1.3760 -0.4219 -0.3807
N 0.5565 -0.5464 2.2142
C 2.4758 0.6629 -0.4440
C 1.5346 -0.4883 -0.2428
C 0.9415 -0.5316 1.1233
C -2.4830 0.2992 0.2345
H -3.3993 -0.2938 0.3761
H -1.5848 -0.6637 -1.3440
H 2.0202 1.5986 -0.1065
H 3.3617 0.4843 0.1770
H -1.2276 -1.3029 0.1032
H -2.7331 1.1656 -0.3852
H 2.7682 0.7239 -1.4930
H -2.1627 0.6698 1.2145
```

The multiplicity is 1. As for the gap between HOMO and LUMO: 9.556 eV. For the HOMO energy, the calculation gives -9.464 eV. As for the SMILES: CC(=O)C#N.CN. The relative energy (zero: lowest compared OMol25 entry of this formula, charge and spin) is 200.02 kJ/mol.

---

Record 12
Here is a single C4H8N2O molecule from the OMol25 dataset. Energies are from ωB97M-V with the def2-TZVPD basis set.

Geometry as XYZ:
```
15
Properties=species:S:1:pos:R:3
O 0.0334 0.6693 1.5093
N -1.5098 -1.1137 0.2834
N 0.6881 -1.9615 0.4561
C 1.0739 1.5755 -0.4338
C -0.9240 -0.1303 -0.5253
C 1.2267 -0.9259 0.2832
C 0.3675 0.4053 0.2030
H 0.3932 2.4294 -0.4787
H 1.3992 1.3222 -1.4469
H -0.6772 -0.4032 -1.5647
H -1.9200 -1.8369 -0.2984
H -0.6712 0.0121 1.7077
H 0.0769 -2.7163 0.7032
H -1.5029 0.8111 -0.5553
H 1.9461 1.8628 0.1572
```

The multiplicity is 1. As for the gap between HOMO and LUMO (alpha / beta): 8.201 / 7.145 eV. For the HOMO energy (alpha / beta), the calculation gives -8.216 / -7.399 eV. The relative energy (zero: lowest compared OMol25 entry of this formula, charge and spin) is 510.85 kJ/mol.

---

Record 13
Here is a single C4H8N2O molecule at a distorted geometry from the OMol25 dataset. Energies are from ωB97M-V with the def2-TZVPD basis set.

Geometry as XYZ:
```
15
Properties=species:S:1:pos:R:3
O -1.7689 -1.5688 -1.2760
N 1.6764 0.9095 0.5739
N -0.5810 0.3157 0.6285
C -0.6571 -0.7450 -1.5628
C 1.5845 0.2339 -0.5395
C 0.1957 -0.4616 -0.3398
C 0.3430 0.7604 1.5943
H -2.1928 -1.2182 -0.4806
H 2.4019 1.5031 0.9509
H -0.9609 1.1331 0.1515
H 0.5960 -0.0246 2.3251
H -0.0567 1.6390 2.1483
H 0.4532 -1.4219 0.1382
H -0.0534 -1.2677 -2.3044
H -0.9800 0.2131 -2.0075
```

The multiplicity is 1. As for the gap between HOMO and LUMO: 9.487 eV. For the HOMO energy, the calculation gives -8.670 eV. The relative energy (zero: lowest compared OMol25 entry of this formula, charge and spin) is 350.35 kJ/mol.

---

Record 14
Here is a single C4H8N2O molecule at a distorted geometry from the OMol25 dataset. Energies are from ωB97M-V with the def2-TZVPD basis set.

Geometry as XYZ:
```
15
Properties=species:S:1:pos:R:3
O -2.0918 -0.0343 0.1000
N -0.8551 -1.6366 -0.8189
N 0.8487 0.7922 0.8933
C 1.3661 0.8532 -0.4620
C 0.1003 -0.4467 1.1129
C -1.0395 -0.6771 0.0995
C 0.0723 1.5724 -0.1073
H -0.4031 -0.3656 2.0763
H -1.0841 1.2456 -0.1135
H 0.7830 -1.3078 1.1391
H 0.2340 2.6407 -0.0357
H -0.0594 -2.2465 -0.8113
H 1.4232 -0.0685 -1.0441
H 2.2996 1.4303 -0.5326
H -1.5943 -1.7513 -1.4956
```

The multiplicity is 1. As for the gap between HOMO and LUMO: 9.774 eV. For the HOMO energy, the calculation gives -8.996 eV. As for the SMILES: NC(=O)CN1CC1. The relative energy (zero: lowest compared OMol25 entry of this formula, charge and spin) is 287.16 kJ/mol.

---

Record 15
Here is a single C4H8N2O molecule at a distorted geometry from the OMol25 dataset. Energies are from ωB97M-V with the def2-TZVPD basis set.

Geometry as XYZ:
```
15
Properties=species:S:1:pos:R:3
O -1.0668 -1.6229 -0.2720
N 1.1897 0.8723 -0.5179
N 1.3719 -0.4371 -0.0383
C 0.0085 1.3504 -0.2700
C 2.6069 -0.7292 0.1279
C -1.1128 0.6817 0.5710
C -1.7441 -0.4349 -0.2538
H -1.7773 1.4883 0.7595
H -2.7803 -0.6870 0.0103
H -0.1666 2.3696 -0.5942
H 3.3819 -0.0072 -0.0795
H -0.7406 0.3239 1.5324
H -0.1254 -1.3594 -0.1006
H 2.8059 -1.7718 0.4382
H -1.8509 -0.0367 -1.3129
```

The multiplicity is 1. As for the gap between HOMO and LUMO: 9.864 eV. For the HOMO energy, the calculation gives -9.563 eV. As for the SMILES: C=N/N=C\CCO. The relative energy (zero: lowest compared OMol25 entry of this formula, charge and spin) is 311.09 kJ/mol.

---

Record 16
Here is 2 unconnected molecules or ions with the total composition C4H8N2O at a distorted geometry from the OMol25 dataset. Energies are from ωB97M-V with the def2-TZVPD basis set.

Geometry as XYZ:
```
15
Properties=species:S:1:pos:R:3
O 2.4057 1.0246 -0.2909
N -1.7718 1.3637 0.4113
N 1.0042 -0.4949 0.5411
C -1.0942 -1.3543 -0.4350
C 0.1416 -0.4771 -0.5100
C -0.7780 1.6663 -0.2560
C 2.2139 0.1658 0.5102
H 0.5438 -0.3676 -1.5277
H -2.1139 2.1820 0.9731
H 2.9178 -0.2426 1.3691
H -0.8535 -2.3562 -0.8457
H 0.9409 -1.3187 1.2404
H -1.4246 -1.3410 0.5908
H -1.9159 -0.9435 -1.0664
H -0.2161 2.4935 -0.7042
```

The multiplicity is 1. As for the gap between HOMO and LUMO (alpha / beta): 8.010 / 8.012 eV. For the HOMO energy (alpha / beta), the calculation gives -7.087 / -7.089 eV. The relative energy (zero: lowest compared OMol25 entry of this formula, charge and spin) is 449.75 kJ/mol.

---

Record 17
Here is a single C4H8N2O molecule from the OMol25 dataset. Energies are from ωB97M-V with the def2-TZVPD basis set.

Geometry as XYZ:
```
15
Properties=species:S:1:pos:R:3
O -0.8674 0.7198 -1.8402
N -0.1290 -0.6764 2.0702
N -0.5308 -1.9083 -0.6057
C 0.4031 0.9846 -1.2915
C 0.2923 -0.4578 0.8212
C 0.4274 0.9191 0.2481
C 0.5797 -1.5621 0.0117
H -1.2749 -1.2518 -0.2782
H -0.7950 -0.0791 2.5372
H -0.9121 -0.2314 -2.0262
H 1.1642 0.3106 -1.7041
H -0.3347 1.5914 0.6589
H 1.4034 1.2748 0.6004
H -0.0962 -1.6390 2.3826
H 0.6699 2.0056 -1.5844
```

The multiplicity is 1. As for the gap between HOMO and LUMO (alpha / beta): 8.033 / 8.034 eV. For the HOMO energy (alpha / beta), the calculation gives -7.620 / -7.621 eV. As for the SMILES: N=C=C(N)CCO. The relative energy (zero: lowest compared OMol25 entry of this formula, charge and spin) is 441.09 kJ/mol.